1.
The following is a quantum chemistry calculation of 12 unconnected molecules or ions with the total composition C45H117N3O15 at a distorted geometry, from the OMol25 dataset.

Each line ends with the Löwdin charge.
CARTESIAN COORDINATES (ANGSTROEM)
C 13.153 -8.235 -6.908  -0.0455
O 12.571 -7.464 -5.836  -0.2261
C 13.145 -6.170 -5.637  -0.1790
C 14.629 -6.218 -5.168  -0.1460
N 14.679 -6.734 -3.778  -0.0281
C 14.236 -5.739 -2.773  -0.1703
C 15.075 -4.471 -2.811  -0.1980
O 14.507 -3.436 -3.627  -0.2163
C 13.401 -2.737 -3.058  -0.0807
H 12.674 -9.213 -6.926  0.0920
H 14.229 -8.356 -6.783  0.0669
H 13.020 -7.784 -7.892  0.0754
H 12.576 -5.515 -4.976  0.0994
H 13.091 -5.546 -6.535  0.1059
H 14.993 -5.193 -5.258  0.0947
H 15.246 -6.761 -5.884  0.0966
H 14.013 -7.495 -3.731  0.0677
H 14.457 -6.188 -1.804  0.1064
H 13.163 -5.591 -2.906  0.0909
H 16.073 -4.662 -3.206  0.1189
H 15.167 -4.075 -1.797  0.0745
H 13.698 -2.194 -2.157  0.0806
H 12.634 -3.423 -2.691  0.0634
H 13.010 -2.067 -3.820  0.0882
C 16.212 -12.436 -4.722  -0.1181
O 16.334 -11.332 -5.594  -0.2119
C 17.631 -10.761 -5.695  -0.2092
C 17.521 -9.435 -6.448  -0.2199
N 16.888 -9.601 -7.740  -0.0357
C 17.001 -8.338 -8.437  -0.2164
C 16.281 -8.391 -9.791  -0.1848
O 14.875 -8.225 -9.535  -0.2204
C 14.117 -8.321 -10.695  -0.1374
H 16.756 -13.305 -5.095  0.0884
H 15.142 -12.637 -4.675  0.0890
H 16.569 -12.201 -3.716  0.0790
H 18.263 -11.412 -6.305  0.1209
H 18.131 -10.706 -4.726  0.1084
H 18.535 -9.038 -6.506  0.1231
H 16.970 -8.777 -5.770  0.0986
H 15.905 -9.798 -7.605  0.1001
H 18.064 -8.184 -8.633  0.1247
H 16.698 -7.501 -7.803  0.0981
H 16.509 -9.343 -10.274  0.1235
H 16.664 -7.604 -10.444  0.1198
H 13.054 -8.149 -10.521  0.0704
H 14.212 -9.314 -11.143  0.0917
H 14.336 -7.595 -11.483  0.0883
C 9.836 -4.816 -3.068  -0.1058
O 8.887 -5.243 -4.016  -0.1716
C 9.360 -6.309 -4.809  -0.1857
C 9.522 -7.686 -4.031  -0.1764
N 10.889 -7.911 -3.597  -0.0521
C 10.998 -9.270 -3.050  -0.1991
C 12.372 -9.514 -2.468  -0.2234
O 13.345 -9.441 -3.493  -0.2052
C 14.622 -9.944 -3.114  -0.0894
H 9.573 -3.859 -2.619  0.0947
H 10.847 -4.831 -3.482  0.0642
H 9.844 -5.523 -2.235  0.0649
H 10.330 -6.009 -5.211  0.0954
H 8.733 -6.540 -5.669  0.1016
H 9.270 -8.538 -4.669  0.1080
H 8.907 -7.656 -3.130  0.1179
H 11.457 -7.900 -4.439  0.0644
H 10.872 -10.047 -3.810  0.1198
H 10.261 -9.410 -2.258  0.1216
H 12.436 -10.526 -2.058  0.1216
H 12.552 -8.837 -1.628  0.1030
H 14.649 -10.983 -2.780  0.0833
H 15.062 -9.349 -2.309  0.0845
H 15.173 -9.840 -4.048  0.0846
C 14.577 -2.976 2.303  -0.0531
C 15.286 -3.232 0.986  -0.4535
C 16.541 -4.097 1.090  -0.0495
O 14.380 -3.861 0.062  -0.0961
H 13.518 -2.772 2.156  0.0827
H 15.078 -2.219 2.907  0.0806
H 14.673 -3.876 2.914  0.0720
H 15.541 -2.282 0.515  0.1240
H 16.939 -4.347 0.105  0.0588
H 16.366 -5.060 1.573  0.0795
H 17.354 -3.601 1.622  0.0819
H 13.782 -4.477 0.503  0.0375
C 12.403 1.673 -5.036  -0.0553
C 13.418 2.222 -3.991  -0.4766
C 13.993 1.037 -3.192  -0.0591
O 14.543 2.824 -4.598  -0.0521
H 12.885 1.111 -5.837  0.0788
H 11.914 2.513 -5.532  0.0692
H 11.680 1.006 -4.566  0.0726
H 12.901 2.981 -3.401  0.1305
H 13.200 0.437 -2.745  0.0746
H 14.604 1.356 -2.346  0.0756
H 14.620 0.488 -3.894  0.0615
H 14.209 3.589 -5.076  0.0879
C 16.918 -0.901 -4.114  -0.0441
C 17.083 -0.634 -2.564  -0.4294
C 17.543 -1.933 -1.817  -0.0316
O 18.179 0.255 -2.388  -0.0541
H 16.184 -1.696 -4.259  0.0594
H 17.844 -1.158 -4.627  0.0665
H 16.572 -0.001 -4.627  0.0601
H 16.136 -0.251 -2.181  0.1026
H 16.834 -2.760 -1.869  0.0461
H 17.700 -1.658 -0.774  0.0723
H 18.493 -2.287 -2.217  0.0767
H 17.865 1.095 -2.735  0.0873
C 18.995 -4.129 -4.859  -0.0478
C 19.335 -5.030 -6.051  -0.5039
C 20.793 -5.431 -5.999  -0.0575
O 18.559 -6.196 -6.096  -0.0622
H 17.909 -4.041 -4.805  0.0647
H 19.458 -3.156 -5.019  0.0809
H 19.317 -4.532 -3.898  0.0799
H 19.168 -4.484 -6.980  0.1209
H 21.071 -5.921 -6.933  0.0798
H 20.944 -6.228 -5.267  0.0690
H 21.448 -4.631 -5.654  0.0800
H 18.326 -6.486 -5.208  0.0466
C 19.698 -8.403 -2.799  -0.0416
C 18.208 -8.225 -2.545  -0.5134
C 17.909 -7.506 -1.223  -0.0435
O 17.631 -7.479 -3.586  -0.0688
H 19.753 -8.950 -3.741  0.0699
H 20.143 -9.077 -2.068  0.0845
H 20.172 -7.427 -2.904  0.0807
H 17.839 -9.252 -2.466  0.1229
H 16.829 -7.413 -1.108  0.0655
H 18.425 -6.547 -1.157  0.0810
H 18.303 -8.105 -0.399  0.0794
H 16.682 -7.477 -3.403  0.0475
C 9.334 -6.538 -8.525  -0.0523
C 9.564 -5.819 -9.905  -0.4620
C 9.688 -6.823 -11.064  -0.0373
O 8.470 -4.962 -10.069  -0.0502
H 9.435 -5.841 -7.693  0.0600
H 10.032 -7.353 -8.329  0.0502
H 8.330 -6.955 -8.417  0.0816
H 10.475 -5.242 -9.750  0.1324
H 8.685 -7.049 -11.431  0.0800
H 10.090 -7.767 -10.698  0.0411
H 10.281 -6.437 -11.892  0.0764
H 7.646 -5.456 -10.074  0.0876
C 10.287 -10.119 -9.243  -0.0675
C 10.581 -11.593 -9.022  -0.4812
C 9.578 -12.186 -7.997  -0.0567
O 10.401 -12.293 -10.254  -0.0530
H 11.166 -9.781 -9.796  0.0668
H 10.197 -9.596 -8.292  0.0668
H 9.453 -9.861 -9.896  0.0852
H 11.589 -11.736 -8.628  0.1309
H 8.588 -11.988 -8.407  0.0828
H 9.717 -11.626 -7.071  0.0665
H 9.736 -13.243 -7.785  0.0727
H 10.700 -13.203 -10.201  0.0865
C 11.765 -7.814 1.403  -0.0501
C 12.649 -6.749 0.736  -0.4539
C 11.842 -6.095 -0.366  -0.0710
O 12.945 -5.759 1.732  -0.0704
H 12.367 -8.236 2.212  0.0814
H 11.622 -8.684 0.760  0.0717
H 10.813 -7.473 1.807  0.0872
H 13.596 -7.140 0.364  0.1370
H 10.942 -5.645 0.053  0.0933
H 11.582 -6.808 -1.149  0.0611
H 12.392 -5.294 -0.864  0.0549
H 12.152 -5.612 2.255  0.0986
C 14.636 -4.844 -9.322  -0.0569
C 15.503 -3.618 -9.002  -0.4286
C 16.477 -3.964 -7.827  -0.0365
O 16.310 -3.455 -10.180  -0.0589
H 15.212 -5.766 -9.412  0.0611
H 14.072 -4.718 -10.248  0.0772
H 13.942 -5.131 -8.529  0.0580
H 14.889 -2.762 -8.718  0.1302
H 16.909 -4.964 -7.883  0.0636
H 15.957 -3.903 -6.871  0.0666
H 17.290 -3.238 -7.848  0.0773
H 15.743 -3.380 -10.952  0.0782

Results
LUMO level	0.50	eV
SMILES string	COCCNCCOC.COCCNCCOC.COCCNCCOC.CC(C)O.CC(C)O.CC(C)O.CC(C)O.CC(C)O.CC(C)O.CC(C)O.CC(C)O.CC(C)O
E	-3077.401063	Ha

***

2.
The following is a quantum chemistry calculation of 10 unconnected molecules or ions with the total composition C45H117N9O17 at a distorted geometry, from the OMol25 dataset.

Each line ends with the Löwdin charge.
CARTESIAN COORDINATES (ANGSTROEM)
C -25.470 36.072 -3.563  -0.1133
O -25.553 34.670 -3.547  -0.2144
C -24.314 34.066 -3.151  -0.1963
C -24.578 32.520 -3.264  -0.1814
N -24.657 32.032 -4.662  -0.0727
C -24.965 30.626 -4.886  -0.2139
C -26.058 29.969 -3.971  -0.2207
O -27.344 30.589 -3.974  -0.1905
C -28.094 30.330 -5.181  -0.0834
H -26.485 36.323 -3.870  0.0930
H -24.697 36.346 -4.281  0.0868
H -25.249 36.412 -2.551  0.0860
H -24.004 34.329 -2.139  0.1144
H -23.506 34.358 -3.821  0.1133
H -25.509 32.274 -2.753  0.1105
H -23.704 31.990 -2.884  0.1152
H -25.528 32.443 -4.964  0.0890
H -24.045 30.064 -4.725  0.1108
H -25.298 30.561 -5.922  0.1000
H -25.649 29.873 -2.965  0.1134
H -26.099 28.952 -4.360  0.1110
H -28.939 31.018 -5.212  0.0891
H -28.556 29.344 -5.222  0.0806
H -27.399 30.366 -6.020  0.0741
C -21.564 19.936 -2.527  -0.0848
O -22.755 20.699 -2.137  -0.1930
C -23.858 20.339 -2.966  -0.2240
C -25.092 21.329 -2.721  -0.1686
N -25.526 21.193 -1.314  -0.0641
C -26.599 22.096 -1.062  -0.2578
C -26.982 21.931 0.387  -0.1915
O -26.020 22.715 1.169  -0.2059
C -26.154 22.576 2.541  -0.1399
H -20.768 20.069 -1.794  0.0805
H -21.137 20.328 -3.450  0.0788
H -21.769 18.877 -2.680  0.0812
H -24.165 19.327 -2.702  0.1101
H -23.726 20.289 -4.047  0.1089
H -25.875 21.175 -3.463  0.1154
H -24.690 22.336 -2.831  0.1099
H -24.761 21.490 -0.725  0.1078
H -27.463 21.869 -1.687  0.1226
H -26.394 23.159 -1.187  0.1234
H -26.886 20.892 0.701  0.1198
H -28.018 22.247 0.514  0.1168
H -25.505 23.151 3.202  0.0851
H -26.046 21.535 2.846  0.0845
H -27.162 22.968 2.675  0.0845
C -19.946 26.072 2.473  -0.1020
O -20.330 26.227 1.112  -0.2000
C -20.075 25.170 0.207  -0.2423
C -19.884 25.762 -1.148  -0.2100
N -18.561 26.401 -1.202  -0.0684
C -18.351 27.086 -2.513  -0.1876
C -18.106 26.118 -3.648  -0.2480
O -17.648 26.859 -4.750  -0.1989
C -17.171 26.129 -5.833  -0.1231
H -18.883 25.836 2.513  0.0806
H -20.387 25.181 2.919  0.0788
H -20.208 26.903 3.127  0.0866
H -20.884 24.440 0.228  0.1217
H -19.179 24.653 0.549  0.1190
H -20.660 26.519 -1.262  0.1237
H -19.916 24.963 -1.888  0.1203
H -18.415 27.090 -0.478  0.1033
H -17.347 27.407 -2.234  0.1195
H -19.033 27.912 -2.711  0.1218
H -19.004 25.650 -4.050  0.1145
H -17.488 25.288 -3.304  0.1274
H -16.891 26.845 -6.606  0.0881
H -17.912 25.450 -6.256  0.0869
H -16.250 25.643 -5.513  0.0883
C -25.865 20.595 -18.799  -0.0734
O -26.388 21.850 -18.275  -0.1888
C -27.764 21.905 -18.113  -0.2498
C -28.215 23.294 -17.537  -0.1998
N -27.985 24.393 -18.484  -0.0844
C -28.002 25.709 -17.830  -0.1754
C -29.312 25.933 -16.973  -0.1886
O -29.159 25.345 -15.679  -0.1909
C -29.911 26.005 -14.782  -0.1756
H -24.875 20.798 -19.208  0.0791
H -26.415 20.246 -19.673  0.0826
H -25.719 19.845 -18.021  0.0838
H -28.158 21.247 -17.339  0.1131
H -28.282 21.656 -19.039  0.1170
H -27.729 23.377 -16.564  0.1133
H -29.291 23.323 -17.367  0.1096
H -27.150 24.204 -19.020  0.0990
H -28.227 26.366 -18.670  0.1050
H -27.014 25.879 -17.402  0.1183
H -30.159 25.616 -17.581  0.1263
H -29.447 27.004 -16.821  0.1081
H -29.489 26.988 -14.572  0.0896
H -30.013 25.495 -13.825  0.0924
H -30.920 26.163 -15.165  0.0895
C -27.168 14.064 -15.794  -0.1149
O -28.550 14.019 -15.984  -0.2193
C -29.004 13.693 -17.309  -0.1980
C -30.459 13.238 -17.234  -0.2130
N -31.322 14.166 -16.508  -0.0568
C -31.600 15.255 -17.456  -0.1869
C -32.351 16.395 -16.676  -0.2039
O -31.546 17.111 -15.710  -0.1857
C -32.198 18.260 -15.095  -0.1051
H -26.989 12.997 -15.667  0.0871
H -26.777 14.630 -14.948  0.0906
H -26.640 14.311 -16.714  0.0820
H -28.324 12.925 -17.678  0.1160
H -28.829 14.585 -17.910  0.1113
H -30.496 12.239 -16.800  0.1126
H -30.950 13.060 -18.191  0.1142
H -30.735 14.538 -15.775  0.0905
H -32.333 14.865 -18.162  0.1200
H -30.661 15.667 -17.827  0.1093
H -33.313 16.049 -16.300  0.1140
H -32.705 17.129 -17.401  0.1051
H -31.623 18.732 -14.298  0.0795
H -33.176 18.057 -14.659  0.0769
H -32.464 19.104 -15.731  0.0746
C -23.363 17.503 -9.414  -0.1133
O -24.094 18.434 -10.200  -0.1986
C -25.501 18.405 -10.020  -0.2285
C -26.103 19.562 -10.786  -0.1960
N -25.961 20.754 -9.924  -0.0598
C -26.298 22.023 -10.605  -0.2096
C -26.113 23.225 -9.618  -0.2228
O -24.820 23.230 -9.045  -0.2013
C -23.721 23.428 -10.013  -0.0613
H -22.356 17.505 -9.832  0.0847
H -23.703 16.467 -9.437  0.0834
H -23.242 17.737 -8.357  0.0824
H -25.692 18.310 -8.951  0.1242
H -25.832 17.485 -10.503  0.1164
H -27.162 19.555 -11.044  0.1172
H -25.523 19.640 -11.706  0.1175
H -24.975 20.790 -9.708  0.0864
H -27.345 21.979 -10.905  0.1093
H -25.748 22.164 -11.536  0.1034
H -26.919 23.171 -8.886  0.1149
H -26.319 24.172 -10.115  0.1090
H -23.488 22.447 -10.427  0.0757
H -22.871 23.913 -9.533  0.0848
H -24.009 24.069 -10.846  0.0823
C -19.590 24.932 -14.855  -0.0831
O -19.437 23.692 -14.112  -0.1843
C -19.672 22.601 -14.954  -0.2643
C -19.919 21.364 -14.068  -0.2309
N -18.687 21.130 -13.374  -0.0619
C -18.720 20.048 -12.403  -0.2039
C -17.458 20.050 -11.584  -0.2190
O -17.328 21.195 -10.722  -0.1984
C -16.349 21.060 -9.697  -0.1100
H -18.797 25.124 -15.577  0.0845
H -19.410 25.660 -14.063  0.0849
H -20.565 25.113 -15.307  0.0852
H -18.812 22.380 -15.586  0.1224
H -20.546 22.706 -15.596  0.1147
H -20.151 20.595 -14.805  0.1166
H -20.833 21.569 -13.509  0.1177
H -18.553 22.018 -12.911  0.1032
H -18.915 19.107 -12.917  0.1262
H -19.526 20.295 -11.712  0.1181
H -16.581 19.991 -12.228  0.1230
H -17.465 19.188 -10.916  0.1128
H -15.379 21.118 -10.191  0.0826
H -16.373 20.120 -9.145  0.0801
H -16.411 21.886 -8.989  0.0843
C -19.966 32.460 -9.756  -0.8301
O -19.210 32.246 -10.639  0.0692
N -20.596 33.596 -9.520  0.1536
N -20.121 31.679 -8.748  0.1513
H -21.136 33.543 -8.668  0.1006
H -20.383 34.405 -10.087  0.1201
H -20.868 31.810 -8.082  0.1092
H -19.534 30.861 -8.662  0.1256
C -17.781 9.854 -10.315  -0.1670
O -19.197 9.853 -10.361  -0.1289
H -17.512 10.742 -9.743  0.0791
H -17.347 8.962 -9.862  0.0745
H -17.436 9.906 -11.348  0.0723
H -19.506 8.956 -10.505  0.0700
C -31.846 19.348 -7.919  -0.1967
O -30.847 20.154 -7.410  -0.1081
H -32.362 18.844 -7.101  0.0765
H -32.656 19.852 -8.447  0.0711
H -31.387 18.614 -8.582  0.0796
H -30.048 20.128 -7.942  0.0766

Results
LUMO level	0.25	eV
SMILES string	COCCNCCOC.COCCNCCOC.COCCNCCOC.COCCNCCOC.COCCNCCOC.COCCNCCOC.COCCNCCOC.NC(N)=O.CO.CO
E	-3556.065911	Ha